No. 1
39
Properties=species:S:1:pos:R:3 method="wB97M-V/def2-TZVPD" multiplicity=2 orbital_gap_ev="6.4329 / 7.1962" lumo_energy_ev="0.24 / 0.22" s_squared=0.754 relative_energy_kcal_mol=4.2
Ir 0.01 0.16 0.48
O -0.34 2.19 0.72
N -1.51 2.63 0.23
C -1.97 3.77 0.80
C -3.10 4.38 0.35
C -3.80 3.79 -0.72
C -3.33 2.63 -1.26
C -2.16 2.00 -0.78
S -1.57 0.52 -1.40
H -1.35 4.12 1.61
H -3.45 5.28 0.82
H -4.70 4.24 -1.10
H -3.84 2.14 -2.08
Cl -0.38 -6.15 4.08
C -0.16 -4.84 2.97
C 0.53 -5.06 1.77
C 0.72 -4.04 0.88
C 0.25 -2.72 1.13
O 0.46 -1.83 0.24
C -0.47 -2.52 2.36
C -1.05 -1.28 2.76
O -1.08 -0.19 2.17
C -0.64 -3.60 3.26
H 0.91 -6.05 1.55
H 1.25 -4.20 -0.05
H -1.53 -1.30 3.74
H -1.17 -3.42 4.18
C 3.18 0.66 -4.02
N 2.77 0.73 -2.63
C 3.53 1.19 -1.58
C 2.75 1.08 -0.47
N 1.53 0.55 -0.84
C 1.58 0.36 -2.14
H 4.19 1.03 -4.11
H 2.52 1.27 -4.64
H 3.15 -0.37 -4.37
H 4.53 1.55 -1.71
H 2.96 1.33 0.55
H 0.77 -0.03 -2.73

No. 2
40
Properties=species:S:1:pos:R:3 method="wB97M-V/def2-TZVPD" total_charge=-1 orbital_gap_ev=7.4727 lumo_energy_ev=2.57 relative_energy_kcal_mol=6.5
Pd -0.25 0.09 -0.06
O -2.15 0.09 0.62
C -2.55 1.00 1.44
C -3.69 0.74 2.24
C -4.18 1.66 3.12
C -3.59 2.93 3.26
C -2.50 3.22 2.48
C -1.96 2.30 1.56
C -0.85 2.75 0.77
N -0.24 2.08 -0.14
C 0.99 2.62 -0.74
C 1.64 1.50 -1.53
N 1.54 0.25 -0.79
C 2.40 -0.69 -0.90
C 2.25 -2.03 -0.40
C 3.29 -2.93 -0.69
C 3.26 -4.24 -0.28
C 2.16 -4.67 0.47
C 1.12 -3.82 0.77
C 1.12 -2.47 0.34
O 0.12 -1.72 0.69
H -4.14 -0.24 2.14
H -5.05 1.41 3.72
H -3.99 3.66 3.96
H -2.03 4.20 2.55
H -0.49 3.76 0.99
H 0.77 3.44 -1.42
H 1.64 3.00 0.06
H 1.05 1.35 -2.44
H 2.67 1.72 -1.83
H 3.32 -0.47 -1.44
H 4.13 -2.57 -1.28
H 4.07 -4.92 -0.52
H 2.11 -5.70 0.81
H 0.27 -4.15 1.34
O -1.32 -0.19 -2.70
Cl -0.46 -0.64 -3.78
O -0.10 0.49 -4.61
O -1.13 -1.64 -4.56
O 0.76 -1.20 -3.21

No. 3
35
Properties=species:S:1:pos:R:3 method="wB97M-V/def2-TZVPD" orbital_gap_ev=8.6533 lumo_energy_ev=0.61 smiles="C[C@H](c1ccccc1)n1c(-c2ccc(Cl)cc2)n[nH]c1=S"
C -2.43 0.10 0.73
H -1.94 -0.86 0.88
H -2.88 0.40 1.68
H -3.22 -0.01 0.00
C -1.45 1.16 0.27
N -0.45 1.41 1.30
C 0.54 0.58 1.77
N 1.19 1.14 2.73
N 0.63 2.36 2.90
C -0.39 2.57 2.03
S -1.33 3.90 1.88
H 0.97 3.00 3.60
C 0.82 -0.76 1.24
C 1.55 -0.91 0.07
C 1.80 -2.17 -0.44
C 1.31 -3.28 0.23
C 0.59 -3.15 1.41
C 0.35 -1.88 1.91
H -0.20 -1.77 2.83
H 0.23 -4.02 1.92
Cl 1.60 -4.86 -0.41
H 2.36 -2.29 -1.35
H 1.93 -0.04 -0.45
C -0.75 0.89 -1.05
C 0.08 1.88 -1.56
C 0.76 1.68 -2.75
C 0.61 0.49 -3.44
C -0.22 -0.49 -2.95
C -0.90 -0.30 -1.75
H -1.54 -1.08 -1.38
H -0.35 -1.42 -3.48
H 1.14 0.34 -4.37
H 1.40 2.46 -3.13
H 0.19 2.81 -1.02
H -1.98 2.12 0.18